# 1
Here is C36H40ClN4O2PRuS as an isolated structure from the OMol25 dataset. Energies are from the ωB97M-V functional and the def2-TZVPD basis.

CARTESIAN COORDINATES (ANGSTROEM)
1 Ru -0.993 -0.478 -0.421
2 C -0.672 -3.531 -2.229
3 C -0.410 -2.372 -3.196
4 N -1.162 -1.158 -2.840
5 C -2.561 -1.118 -3.293
6 C -3.518 -2.019 -2.518
7 S -3.371 -1.894 -0.692
8 C -2.961 -3.610 -0.206
9 C -1.471 -3.826 0.070
10 N -0.633 -3.054 -0.845
11 H 0.079 -4.308 -2.414
12 H -1.643 -3.981 -2.428
13 H -0.648 -2.699 -4.215
14 H 0.651 -2.120 -3.163
15 H -0.690 -0.376 -3.297
16 H -2.633 -1.420 -4.348
17 H -2.900 -0.079 -3.214
18 H -3.393 -3.064 -2.787
19 H -4.544 -1.727 -2.755
20 H -3.335 -4.270 -0.988
21 H -3.534 -3.805 0.699
22 H -1.263 -4.903 -0.007
23 H -1.229 -3.510 1.087
24 H 0.331 -3.095 -0.519
25 Cl -2.990 0.993 0.654
26 C -3.000 2.658 0.195
27 C -4.054 3.475 0.562
28 C -4.022 4.810 0.185
29 C -2.956 5.307 -0.548
30 C -1.903 4.482 -0.902
31 C -1.908 3.141 -0.525
32 P -0.475 2.044 -0.828
33 C 0.357 2.938 -2.176
34 C -0.250 2.852 -3.434
35 C 0.219 3.616 -4.484
36 C 1.308 4.456 -4.294
37 C 1.906 4.548 -3.044
38 C 1.444 3.789 -1.984
39 C 0.517 2.302 0.686
40 C -0.052 2.804 1.857
41 C 0.736 2.996 2.977
42 C 2.082 2.659 2.958
43 C 2.654 2.148 1.801
44 C 1.878 1.973 0.671
45 H -4.882 3.090 1.137
46 H -4.832 5.461 0.470
47 H -2.938 6.345 -0.839
48 H -1.070 4.879 -1.460
49 H -1.107 2.203 -3.569
50 H -0.264 3.564 -5.447
51 H 1.689 5.038 -5.118
52 H 2.727 5.231 -2.887
53 H 1.904 3.886 -1.010
54 H -1.098 3.076 1.890
55 H 0.300 3.421 3.867
56 H 2.686 2.802 3.841
57 H 3.701 1.889 1.780
58 H 2.331 1.600 -0.238
59 O 1.315 -3.858 5.504
60 C -0.001 -3.400 5.433
61 C -0.201 -2.594 4.188
62 C -1.448 -2.078 3.846
63 C -1.573 -1.366 2.668
64 N -0.561 -1.155 1.831
65 C 0.656 -1.636 2.147
66 C 0.861 -2.357 3.319
67 C 1.729 -1.411 1.156
68 C 3.078 -1.668 1.402
69 C 4.016 -1.496 0.388
70 C 5.486 -1.716 0.635
71 O 5.925 -0.681 1.475
72 C 3.564 -1.050 -0.851
73 C 2.216 -0.789 -1.014
74 N 1.326 -0.973 -0.047
75 H 1.458 -4.344 6.326
76 H -0.260 -2.769 6.298
77 H -0.717 -4.238 5.433
78 H -2.306 -2.238 4.479
79 H -2.535 -0.962 2.385
80 H 1.822 -2.775 3.573
81 H 3.402 -1.996 2.376
82 H 6.030 -1.712 -0.320
83 H 5.640 -2.697 1.107
84 H 6.867 -0.792 1.669
85 H 4.247 -0.892 -1.670
86 H 1.831 -0.414 -1.957

The calculation puts the HOMO energy (alpha / beta) at -16.52 / -16.49 eV. As for the electronic energy: -83240.5268 eV. As for the spin multiplicity: 2. The maximum force is 3.1 eV/Å. As for the charge: +3. The orbital gap (alpha / beta) is 6.2 / 6.8 eV. Its expectation value of S² is 0.790. The energy above the lowest of the compared OMol25 structures with the same formula, charge and spin is 80.5 kcal/mol.

Atomic partial charges in e from the Löwdin method, atoms 1 to 2: Ru 0.94; C -0.16

***

# 2
Here is C36H40F4N5O7Sn as an isolated structure from the OMol25 dataset. Energies are from the ωB97M-V functional and the def2-TZVPD basis.

CARTESIAN COORDINATES (ANGSTROEM)
1 Sn -0.315 -2.018 1.158
2 C -4.155 -3.251 4.013
3 C -2.865 -3.276 3.198
4 N -2.850 -2.455 1.966
5 C -3.807 -3.000 0.982
6 C -3.709 -2.383 -0.404
7 C -3.125 -1.035 2.205
8 C -2.268 -0.432 3.313
9 N -0.914 -0.955 3.263
10 C 0.029 -0.544 4.103
11 C 1.283 -1.223 4.056
12 F 1.398 -2.251 3.216
13 C 2.349 -0.865 4.835
14 F 3.494 -1.527 4.726
15 C 2.235 0.184 5.737
16 C 1.024 0.855 5.835
17 F 0.897 1.857 6.699
18 C -0.057 0.512 5.058
19 F -1.187 1.200 5.197
20 H -4.066 -3.958 4.837
21 H -5.022 -3.550 3.424
22 H -4.359 -2.270 4.444
23 H -2.645 -4.300 2.894
24 H -2.027 -2.966 3.823
25 H -4.831 -2.869 1.353
26 H -3.630 -4.076 0.928
27 H -4.101 -1.368 -0.438
28 H -4.289 -2.988 -1.101
29 H -2.681 -2.357 -0.767
30 H -4.179 -0.859 2.455
31 H -2.933 -0.502 1.268
32 H -2.691 -0.649 4.298
33 H -2.277 0.655 3.211
34 H 3.074 0.471 6.356
35 O -2.653 -7.645 0.206
36 C -1.737 -6.881 0.276
37 C -1.138 -6.061 -0.877
38 O -1.209 -6.297 -2.050
39 C -0.466 -4.879 -0.228
40 C -0.527 -5.030 1.220
41 O -0.220 -4.123 2.031
42 C -1.070 -6.378 1.567
43 O -0.985 -6.961 2.614
44 O 0.007 -3.885 -0.789
45 C 1.631 5.792 -4.376
46 C 2.078 4.356 -4.305
47 C 2.324 3.663 -5.487
48 C 2.740 2.339 -5.452
49 C 2.935 1.714 -4.233
50 C 2.691 2.392 -3.030
51 N 2.813 1.638 -1.864
52 C 3.211 2.009 -0.583
53 C 4.194 2.983 -0.411
54 C 4.614 3.342 0.855
55 C 4.081 2.721 1.978
56 C 3.125 1.737 1.813
57 C 2.665 1.369 0.549
58 C 1.570 0.342 0.467
59 O 0.915 0.195 -0.594
60 O 1.290 -0.304 1.527
61 C 2.225 3.720 -3.060
62 C 1.834 4.465 -1.811
63 H 1.615 6.139 -5.407
64 H 2.300 6.441 -3.809
65 H 0.630 5.927 -3.961
66 H 2.207 4.170 -6.436
67 H 2.949 1.807 -6.372
68 H 3.306 0.696 -4.191
69 H 2.531 0.677 -1.943
70 H 4.631 3.445 -1.288
71 H 5.380 4.099 0.967
72 H 4.419 2.997 2.968
73 H 2.699 1.234 2.671
74 H 2.623 5.146 -1.483
75 H 1.625 3.796 -0.980
76 H 0.945 5.070 -1.991
77 N -0.326 1.434 -3.991
78 C -0.092 -0.023 -3.701
79 C -1.318 -0.612 -3.016
80 N -1.666 0.112 -1.801
81 C -1.934 1.508 -2.106
82 C -0.733 2.190 -2.755
83 H -1.056 1.523 -4.699
84 H 0.539 1.844 -4.374
85 H 0.753 -0.058 -3.018
86 H 0.161 -0.516 -4.638
87 H -1.105 -1.656 -2.782
88 H -2.178 -0.601 -3.695
89 H -0.857 0.083 -1.180
90 H -2.170 2.052 -1.191
91 H -2.812 1.572 -2.758
92 H 0.127 2.147 -2.086
93 H -0.931 3.220 -3.050

The calculation puts the HOMO energy (alpha / beta) at -10.26 / -10.26 eV. As for the electronic energy: -76458.1222 eV. The maximum force is 0.5 eV/Å. As for the charge: +1. The orbital gap (alpha / beta) is 5.2 / 5.8 eV. The energy above the lowest of the compared OMol25 structures with the same formula, charge and spin is 15.2 kcal/mol.

Atomic partial charges in e from the Löwdin method, atoms 1 to 2: Sn 1.63; C -0.05